22
Properties=species:S:1:pos:R:3 method="wB97M-V/def2-TZVPD" homo_lumo_gap_ha=0.4405 smiles=CCC.CCC total_energy_ev=-6480.585 e_homo_ev=-10.81 relative_energy_kcal_mol=24.7 e_lumo_ha=0.0431
C 2.22505 -0.51094 -0.58835
C 1.40138 -1.46785 -1.44675
C -0.09614 -0.95765 -1.53754
H 2.90978 0.06475 -1.24709
H 2.93388 -1.04331 0.05210
H 1.56586 0.11318 0.00572
H 1.79431 -1.41812 -2.45224
H 1.34315 -2.48522 -1.06584
H -0.55964 -0.89908 -0.55371
H -0.26068 0.01931 -1.98930
H -0.59281 -1.77528 -2.05459
C -1.33711 2.07564 0.50977
C -1.68300 0.69206 1.08577
C -0.53489 0.12882 1.94830
H -0.50595 2.47896 1.07892
H -1.08515 1.96072 -0.56516
H -2.29995 2.58222 0.33509
H -1.96044 0.10230 0.22317
H -2.56219 0.58085 1.73760
H -0.58949 0.60639 2.91846
H 0.47953 0.30876 1.59931
H -0.55685 -0.94386 2.15382

8
Properties=species:S:1:pos:R:3 method="wB97M-V/def2-TZVPD" homo_lumo_gap_ha=0.2749 total_energy_ev=-56741.008 e_homo_ev=-9.79 relative_energy_kcal_mol=0.6 e_lumo_ha=-0.0849
O -0.47629 0.88640 1.28358
O 0.20681 0.00882 -1.32394
P 0.44316 -0.95783 -0.24474
S -0.65685 -2.46901 0.12338
S -1.33321 1.73194 0.33522
S -2.62992 0.75696 -0.60826
S 2.23467 -0.57512 0.59028
H 2.21163 0.61784 -0.15553

86
Properties=species:S:1:pos:R:3 method="wB97M-V/def2-TZVPD" homo_lumo_gap_ha="0.2032 / 0.2056" spin_multiplicity=6 s2=9.095 total_energy_ev=-92054.047 e_homo_ev="-5.05 / -6.18" e_lumo_ha="0.0177 / -0.0215"
Mn -0.57797 1.18360 -4.87233
C -1.91657 1.20024 -6.13130
C -1.86693 -0.12051 -5.70279
C -1.22440 -1.20571 -6.47365
C 0.16063 -0.78254 -6.93381
C 0.77374 0.13798 -5.91530
C 0.86029 1.56717 -6.06151
C -0.00196 2.36646 -7.00949
C -1.38929 1.86159 -7.37827
C 1.24528 -0.14529 -0.07819
H -2.76649 1.77686 -5.80496
H -2.55390 -0.38382 -4.89988
H -1.84181 -1.56790 -7.33219
H -1.18081 -1.98925 -5.70417
H 0.72882 -1.72783 -6.98828
H 0.10606 -0.28303 -7.92041
H 1.64562 -0.32350 -5.48624
H 1.75167 2.02755 -5.72916
H 0.56146 2.35276 -7.93201
H -0.07660 3.40747 -6.63635
H -1.99414 2.76310 -7.61778
H -1.42176 1.15473 -8.22137
H 0.61165 0.75207 0.00097
H 1.98722 -0.19307 0.71042
H 0.69056 -1.08279 -0.00911
P -1.63290 -0.53684 -1.86032
P 2.13453 -0.18981 -1.57350
C -0.22271 -1.04368 -2.96145
C 1.14190 -0.85708 -2.90074
C -2.52345 -2.10364 -1.67680
C -2.86265 -3.05360 -2.65144
C -3.59633 -4.17308 -2.27864
C -4.00769 -4.35339 -0.96779
C -3.69847 -3.39572 -0.00754
C -2.95281 -2.28127 -0.35323
C -2.93662 0.53588 -2.61129
C -2.54012 1.83683 -2.96974
C -3.34903 2.97034 -2.74150
C -4.73422 2.74985 -2.59632
C -5.18938 1.42256 -2.64300
C -4.33371 0.31616 -2.65621
C 3.65617 -1.21776 -1.53384
C 3.49912 -2.57385 -1.17860
C 4.61928 -3.36121 -0.92811
C 5.90659 -2.85649 -1.08449
C 6.07179 -1.54654 -1.52249
C 4.96183 -0.71358 -1.76113
C 2.61494 1.50462 -2.04066
C 2.78556 2.54529 -1.07797
C 3.00214 3.86675 -1.52284
C 3.09836 4.15596 -2.89079
C 2.98851 3.11798 -3.81399
C 2.83285 1.79570 -3.39810
H -0.55819 -1.82042 -3.68341
H 1.62001 -1.32823 -3.78744
H -2.52913 -2.95992 -3.67493
H -3.81581 -4.95829 -2.98175
H -4.60111 -5.20517 -0.66139
H -3.97759 -3.52706 1.03178
H -2.63712 -1.54755 0.38791
H -1.63767 2.00238 -3.64818
H -3.03425 4.02356 -2.95025
H -5.44170 3.60269 -2.61883
H -6.25587 1.23886 -2.74477
H -4.73762 -0.69475 -2.69966
H 2.50255 -2.99043 -1.01021
H 4.51742 -4.37900 -0.58220
H 6.78490 -3.43766 -0.82058
H 7.06933 -1.13610 -1.67190
H 5.09703 0.34976 -2.05830
H 2.69061 2.31585 0.01240
H 3.07126 4.65782 -0.76160
H 3.22114 5.18966 -3.20067
H 3.08113 3.34740 -4.86751
H 2.82986 0.99192 -4.14505
C -3.31244 1.47581 0.61761
C -1.87123 1.82953 0.77042
C -1.34131 1.27347 2.06650
O -1.14996 1.15604 -0.23687
H -3.53301 0.40811 0.67072
H -3.72080 1.79451 -0.32310
H -3.90560 1.95900 1.37401
H -1.77844 2.94221 0.65602
H -1.57786 0.19894 2.15354
H -0.26342 1.33027 2.12181
H -1.72456 1.74834 2.95893

48
Properties=species:S:1:pos:R:3 method="wB97M-V/def2-TZVPD" homo_lumo_gap_ha=0.3329 smiles="COc1ccc(C(=O)Nc2ccc(CN3CCCCC3)cc2)cc1" total_energy_ev=-28205.169 e_homo_ev=-8.32 relative_energy_kcal_mol=35.7 e_lumo_ha=0.0272
C -4.83914 -3.91772 0.19383
O -4.13904 -3.07902 -0.69375
C -3.83746 -1.81528 -0.29657
C -3.16366 -1.02825 -1.23527
C -2.79728 0.26341 -0.93462
C -3.09761 0.80546 0.31476
C -2.78760 2.21912 0.65065
O -3.58921 2.94985 1.20073
N -1.57230 2.70955 0.26218
C -0.41674 2.04032 -0.15381
C -0.07997 0.77423 0.32089
C 1.07413 0.15711 -0.11635
C 1.93201 0.78799 -1.01030
C 3.17717 0.08417 -1.47598
N 3.85853 -0.56409 -0.37043
C 4.41265 0.40413 0.55843
C 4.94075 -0.30395 1.80115
C 6.01261 -1.31434 1.40828
C 5.43372 -2.27014 0.37140
C 4.88560 -1.48536 -0.81666
C 1.61150 2.06370 -1.45133
C 0.45054 2.68512 -1.03111
C -3.79632 0.03323 1.23346
C -4.15492 -1.27059 0.94389
H -5.82043 -3.50447 0.44752
H -4.27022 -4.09583 1.11199
H -4.97190 -4.86022 -0.33496
H -2.94337 -1.45977 -2.19869
H -2.28891 0.86025 -1.67685
H -1.49609 3.71690 0.34035
H -0.72070 0.28034 1.03426
H 1.33874 -0.82187 0.25117
H 3.83522 0.79792 -2.00633
H 2.89022 -0.69532 -2.19117
H 3.61967 1.10302 0.83618
H 5.23075 0.98360 0.08830
H 4.11274 -0.82239 2.28688
H 5.34298 0.43306 2.49833
H 6.35592 -1.86673 2.28486
H 6.87148 -0.78931 0.98243
H 4.61860 -2.84003 0.82001
H 6.19574 -2.97076 0.02532
H 4.43958 -2.17504 -1.53883
H 5.71539 -0.95349 -1.32071
H 2.27306 2.57922 -2.13292
H 0.20992 3.67816 -1.38323
H -4.05347 0.46507 2.18908
H -4.68562 -1.84566 1.68604

15
Properties=species:S:1:pos:R:3 method="wB97M-V/def2-TZVPD" homo_lumo_gap_ha=0.3522 smiles="NCC1=NOCC1" total_energy_ev=-9301.105 e_homo_ev=-8.74 relative_energy_kcal_mol=122.0 e_lumo_ha=0.0309
N 2.49186 -0.42852 0.08543
C 1.71499 0.76236 0.03281
C 0.16789 0.45428 -0.11005
N 0.08439 -0.86714 -0.29303
O -1.22522 -1.18441 0.05377
C -2.10712 0.01765 0.15495
C -1.25491 1.14705 -0.09476
H 2.32369 -1.08962 -0.56743
H 2.41065 -0.66552 1.20796
H 2.15278 1.35319 -0.93818
H 1.87257 1.29759 1.00020
H -2.96068 -0.20700 -0.49918
H -2.43756 0.00823 1.16146
H -1.25966 1.65261 -1.07491
H -1.45885 1.90738 0.83546